Version one
ORCA calculation (ωB97M-V/def2-TZVPD) on a 10-piece molecular cluster, C7H35NO9 overall.

ORCA input file:
```
! wB97M-V def2-TZVPD RIJCOSX def2/J DEFGRID3
* xyz 0 1
C -2.09107 1.39300 1.89599
C -0.70917 1.79449 1.26063
C 0.50676 1.70251 2.17144
C 1.27621 0.40029 2.42951
N 1.41943 -0.52839 1.31622
C 0.84403 -1.83907 1.41783
C 1.63191 -3.00044 2.06089
C -0.67215 -1.90235 1.72631
H -1.84291 1.35588 2.95842
H -2.30947 0.33265 1.78691
H -2.80395 2.08686 1.47608
H -0.77286 2.88171 1.13834
H -0.58007 1.42572 0.24473
H 0.22741 2.16827 3.12349
H 1.19016 2.52058 1.93964
H 0.80891 -0.12244 3.26592
H 2.27113 0.75756 2.69737
H 1.39035 -0.14392 0.38617
H 0.85048 -2.25456 0.39904
H 2.18554 -2.86552 2.99992
H 2.35059 -3.49127 1.41094
H 0.86725 -3.70962 2.38781
H -1.04578 -0.96167 1.32376
H -0.84975 -1.92669 2.80157
H -1.27121 -2.64590 1.20278
O -0.73185 1.04059 -3.86556
H -0.99073 0.47180 -4.59900
H -1.53183 0.99032 -3.32430
O 1.28524 3.65172 -1.47664
H 0.74672 2.86108 -1.31866
H 0.84021 4.14886 -2.16675
O 0.79837 0.77544 -1.62599
H 0.67994 0.63595 -2.58686
H 1.77214 0.90316 -1.60342
O 4.23625 -0.04172 1.76517
H 3.70549 -0.72811 2.18488
H 4.08814 -0.23151 0.83491
O -2.52786 1.39026 -1.76934
H -1.68118 1.54488 -1.33691
H -3.22936 2.00316 -1.57242
O 3.35380 1.86893 -1.95327
H 3.56179 1.99212 -1.05208
H 3.04286 2.76970 -2.13875
O -0.30889 -1.55294 -2.48135
H 0.25068 -1.77712 -3.23598
H -0.17163 -2.35598 -1.96149
O -3.51321 -1.26387 -2.70846
H -4.42015 -1.28910 -2.43254
H -2.86854 -0.63128 -2.38710
O -3.42551 -3.63324 -0.80231
H -3.25482 -2.88628 -1.39684
H -2.57788 -4.08450 -0.81065
*
```

Output
Gap between HOMO and LUMO, eV: 8.48
HOMO energy, eV: -8.363
SMILES string: CCCCNC(C)C.O.O.O.O.O.O.O.O.O

---

Version two
ORCA calculation (ωB97M-V/def2-TZVPD) on a 10-piece molecular cluster, C7H35NO9 overall.

ORCA input file:
```
! wB97M-V def2-TZVPD RIJCOSX def2/J DEFGRID3
* xyz 0 1
C 1.86809 1.36792 -3.02901
C 2.62028 0.18592 -2.40529
C 3.49687 0.68819 -1.23177
C 2.96816 0.59720 0.18808
N 2.78613 -0.91116 0.51525
C 2.17042 -1.29301 1.83402
C 0.96005 -2.31812 1.59067
C -0.21045 -1.92486 2.48136
H 2.31199 2.36756 -2.89949
H 1.55472 1.22381 -4.04450
H 0.97940 1.47243 -2.38015
H 2.09076 -0.62330 -1.93483
H 3.34543 -0.30162 -3.14502
H 4.50025 0.16273 -1.24062
H 3.92799 1.66458 -1.53396
H 3.59556 0.96465 1.00100
H 2.02498 1.11129 0.38031
H 2.18312 -1.22785 -0.22305
H 3.01348 -1.75441 2.38055
H 1.91452 -0.30559 2.26464
H 0.78968 -2.27229 0.54456
H 1.37291 -3.28858 1.87588
H -0.13582 -0.83633 2.40249
H -1.25118 -2.19926 2.16451
H -0.13041 -2.34740 3.52694
O -0.78815 0.39834 1.10341
H -1.67150 0.38099 1.50510
H -1.01514 0.03750 0.26011
O -2.13379 2.17428 2.58405
H -1.84416 1.35114 2.96848
H -2.05522 2.17643 1.63575
O -3.65875 0.97474 0.99182
H -4.20510 0.20666 1.12060
H -3.87498 1.54367 0.25691
O -1.44794 -4.11217 -0.67960
H -0.85672 -3.60721 -1.25042
H -1.32422 -3.76240 0.20703
O -0.34183 -1.25776 -2.52298
H -0.05920 -2.10678 -2.87261
H -1.13148 -1.05954 -3.03939
O 1.34384 3.60055 1.09534
H 0.45151 3.72855 1.42350
H 1.25468 3.43567 0.14936
O -3.43575 -1.61004 -0.08602
H -2.78218 -2.12853 -0.63405
H -3.52424 -2.16716 0.69728
O -0.48112 2.63790 -0.97145
H -1.09717 2.32458 -1.62005
H -0.22076 2.07819 -0.23713
O -2.30408 0.52864 -1.10706
H -2.68083 -0.32200 -0.80539
H -2.05965 0.53771 -2.03090
*
```

Output
Gap between HOMO and LUMO, eV: 7.76
HOMO energy, eV: -8.281
SMILES string: CCCCNCCC.O.O.O.O.O.O.O.O.O

---

version one ends up most stable, edging out the next structure by 1.632 eV.

---

Version one
ORCA calculation (ωB97M-V/def2-TZVPD) on a 2-piece molecular cluster, C4H14N4O overall.

ORCA input file:
```
! wB97M-V def2-TZVPD RIJCOSX def2/J DEFGRID3
* xyz 0 1
N -1.66122 -0.61318 -1.14074
C -1.56556 -1.26394 0.06584
N -2.45111 -0.85551 1.02420
N -0.73228 -2.24292 0.32072
O -0.17953 -2.73099 -0.87647
H -1.01031 -1.01937 -1.80289
H -2.00790 0.33597 -0.97543
H -2.30972 -1.30923 1.91714
H -2.55208 0.14682 1.09998
H 0.15880 -3.59978 -0.60544
C 1.72937 0.17870 1.00658
N 0.81604 0.62110 -0.03952
C -0.10415 1.92716 0.48477
C 1.53254 0.85171 -1.28704
H 2.21827 -0.76183 0.72154
H 2.49623 0.93287 1.22784
H 1.17459 -0.01916 1.92936
H -0.37830 1.75357 1.52585
H -0.95498 2.17643 -0.15180
H 0.59572 2.76388 0.43910
H 2.28120 1.64903 -1.18769
H 0.83937 1.13207 -2.08657
H 2.06501 -0.05339 -1.60932
*
```

Output
Gap between HOMO and LUMO, eV: 8.56
HOMO energy, eV: -7.783
SMILES string: NC(N)=NO.CN(C)C

---

Version two
ORCA calculation (ωB97M-V/def2-TZVPD) on a single C4H14N4O molecule.

ORCA input file:
```
! wB97M-V def2-TZVPD RIJCOSX def2/J DEFGRID3
* xyz 0 1
C -1.32864 -2.00376 -0.28717
C -0.36828 -1.16906 -1.10113
N 1.09116 -0.93566 -0.02813
O 2.27693 -1.52860 -0.53388
N 0.92207 0.26205 0.67532
N 0.51147 -0.06974 1.99234
N -0.10934 0.99802 -0.05577
C -1.00398 1.80728 0.77881
C 0.58045 1.84475 -1.04318
H -0.80777 -2.79793 0.25099
H -1.84983 -1.38720 0.45112
H -2.06685 -2.47930 -0.94600
H -0.90080 -0.44526 -1.72058
H 0.20256 -1.76383 -1.81279
H 3.09345 -1.28236 -0.08222
H -0.11362 -0.87139 1.95728
H 1.35434 -0.41990 2.44078
H -1.67612 2.36395 0.11980
H -1.60968 1.16735 1.42030
H -0.45494 2.51764 1.40578
H -0.16210 2.27158 -1.72328
H 1.30494 1.25331 -1.60348
H 1.11458 2.66803 -0.55490
*
```

Output
Gap between HOMO and LUMO, eV: 8.27
HOMO energy, eV: -7.305
SMILES string: CCN(O)N(N)N(C)C

---

version one ends up most stable, edging out the next structure by 4.405 eV.

---

Version one
ORCA calculation (ωB97M-V/def2-TZVPD) on a 2-piece molecular cluster, CHNO2S overall.

ORCA input file:
```
! wB97M-V def2-TZVPD RIJCOSX def2/J DEFGRID3
* xyz 0 1
O 0.60551 1.74767 -1.06908
C 0.68797 0.61114 -0.93988
O 0.84003 -0.52772 -0.88953
N -0.65203 -0.69157 1.44253
S -1.67535 -0.05624 0.46588
H 0.19388 -1.08328 0.99008
*
```

Output
Gap between HOMO and LUMO (alpha / beta), eV: 7.43 / 7.41
HOMO energy (alpha / beta), eV: -8.864 / -8.852
SMILES string: O=C=O.N=S

---

Version two
ORCA calculation (ωB97M-V/def2-TZVPD) on a single CHNO2S molecule.

ORCA input file:
```
! wB97M-V def2-TZVPD RIJCOSX def2/J DEFGRID3
* xyz 0 1
O 0.40813 -2.10911 1.17837
C 0.26157 -1.36447 0.29850
N 0.25627 -0.49618 -0.54132
O -0.63789 0.40298 -0.99806
S -0.78547 1.62298 0.13715
H 0.49739 1.94381 -0.07464
*
```

Output
Gap between HOMO and LUMO, eV: 9.73
HOMO energy, eV: -9.952
SMILES string: O=C=NOS

---

version one ends up most stable, edging out the next structure by 2.183 eV.

---

Version one
ORCA calculation (ωB97M-V/def2-TZVPD) on a single CH3ClN2 molecule.

ORCA input file:
```
! wB97M-V def2-TZVPD RIJCOSX def2/J DEFGRID3
* xyz 0 1
Cl -0.17876 0.78058 1.89059
C 0.33836 0.33906 0.26828
N -0.60142 0.18574 -0.76989
N 0.02088 -0.97577 -0.15468
H 1.28651 0.80434 0.01827
H -1.57111 0.25145 -0.46326
H 0.70555 -1.38539 -0.78932
*
```

Output
Gap between HOMO and LUMO, eV: 11.16
HOMO energy, eV: -10.049
SMILES string: ClC1NN1

---

Version two
ORCA calculation (ωB97M-V/def2-TZVPD) on a 2-piece molecular cluster, CH3ClN2 overall.

ORCA input file:
```
! wB97M-V def2-TZVPD RIJCOSX def2/J DEFGRID3
* xyz 0 1
C 1.91681 -0.28874 0.03175
N -0.75622 0.02450 0.07689
N 2.91975 0.35604 -0.00624
Cl 4.63725 -0.02953 0.00132
H 1.38408 -1.20460 0.06740
H -0.94174 0.75186 0.76406
H -0.89073 0.45043 -0.83924
*
```

Output
Gap between HOMO and LUMO (alpha / beta), eV: 9.75 / 7.28
HOMO energy (alpha / beta), eV: -10.598 / -8.270

---

version one ends up most stable, edging out the next structure by 3.593 eV.